## w
74
Properties=species:S:1:pos:R:3 method="wB97M-V/def2-TZVPD" homo_ev=-6.720 lumo_energy_ev=-0.20
Rh 0.419 -0.851 -0.288
N -5.856 4.651 -0.898
C -4.913 3.761 -0.428
C -5.101 3.109 0.796
C -4.137 2.255 1.290
C -2.973 2.052 0.566
C -2.763 2.692 -0.650
C -3.730 3.540 -1.144
S -1.744 0.980 1.189
O -0.477 1.794 1.004
O -1.998 0.655 2.554
N -1.551 -0.260 0.180
C -2.653 -1.039 -0.115
N -3.798 -0.828 0.536
C -4.824 -1.600 0.202
C -4.731 -2.590 -0.761
C -3.494 -2.725 -1.369
N -2.453 -1.962 -1.066
H -6.784 4.579 -0.520
H -5.825 4.876 -1.878
H -6.010 3.280 1.361
H -4.279 1.738 2.229
H -1.843 2.541 -1.204
H -3.567 4.050 -2.086
H -5.753 -1.415 0.730
H -5.570 -3.216 -1.023
H -3.329 -3.472 -2.139
Se 4.997 -0.823 -2.241
C 2.300 -0.934 -0.965
N 3.327 -0.928 -1.496
C 0.904 4.425 -3.439
C 1.314 4.817 -2.170
C 1.365 3.889 -1.141
C 0.998 2.557 -1.358
C 0.593 2.183 -2.639
C 0.548 3.106 -3.676
Si 0.988 1.321 0.041
C 2.367 1.727 1.219
C 3.673 1.749 0.721
C 4.751 1.938 1.574
C 4.536 2.114 2.934
C 3.244 2.095 3.441
C 2.166 1.896 2.590
H 0.874 5.148 -4.244
H 1.603 5.844 -1.987
H 1.702 4.201 -0.159
H 0.323 1.151 -2.840
H 0.246 2.792 -4.667
H 0.773 -1.059 1.149
H 3.868 1.602 -0.338
H 5.756 1.941 1.172
H 5.376 2.263 3.600
H 3.075 2.232 4.502
H 1.162 1.873 2.998
C -0.694 -4.174 0.871
P 0.532 -3.237 -0.112
C 0.469 -4.070 -1.735
C 2.090 -3.844 0.626
C 2.920 -2.999 1.355
C 4.089 -3.480 1.933
C 4.439 -4.811 1.787
C 3.615 -5.667 1.066
C 2.451 -5.186 0.492
H -0.656 -3.828 1.904
H -0.478 -5.243 0.850
H -1.695 -3.998 0.481
H 0.472 -5.156 -1.646
H 1.329 -3.754 -2.327
H -0.442 -3.755 -2.244
H 2.675 -1.951 1.460
H 4.727 -2.801 2.483
H 5.355 -5.184 2.227
H 3.886 -6.708 0.946
H 1.823 -5.868 -0.067


## x
74
Properties=species:S:1:pos:R:3 method="wB97M-V/def2-TZVPD" homo_ev="-7.079 / -6.965" lumo_energy_ev="-1.42 / -1.61"
Rh 0.494 0.915 -1.151
N -4.878 1.398 4.857
C -4.037 1.928 3.908
C -4.542 2.720 2.870
C -3.686 3.293 1.951
C -2.326 3.077 2.059
C -1.808 2.313 3.087
C -2.656 1.739 4.008
S -1.226 3.668 0.798
O -1.765 4.828 0.135
O 0.092 3.815 1.370
N -1.097 2.424 -0.255
C -2.098 1.999 -0.991
N -3.358 2.427 -0.858
C -4.255 1.966 -1.699
C -3.954 1.047 -2.701
C -2.642 0.609 -2.745
N -1.728 1.041 -1.898
H -5.851 1.322 4.616
H -4.516 0.649 5.423
H -5.612 2.866 2.796
H -4.046 3.911 1.145
H -0.740 2.200 3.153
H -2.260 1.130 4.806
H -5.261 2.350 -1.573
H -4.689 0.686 -3.401
H -2.321 -0.109 -3.493
Se 1.030 5.261 -0.944
C 1.413 3.624 -1.322
N 1.709 2.499 -1.531
C -2.573 -2.409 2.784
C -2.700 -1.750 1.572
C -1.665 -0.963 1.099
C -0.484 -0.806 1.818
C -0.371 -1.477 3.032
C -1.401 -2.269 3.509
Si 0.953 0.309 1.152
C 2.543 -0.768 1.103
C 2.491 -2.149 0.957
C 3.643 -2.913 0.983
C 4.877 -2.304 1.150
C 4.943 -0.927 1.282
C 3.790 -0.167 1.251
H -3.375 -3.039 3.147
H -3.606 -1.852 0.991
H -1.764 -0.462 0.143
H 0.543 -1.386 3.602
H -1.294 -2.786 4.453
H 1.268 1.219 2.300
H 1.529 -2.631 0.846
H 3.577 -3.986 0.883
H 5.786 -2.889 1.179
H 5.900 -0.444 1.417
H 3.854 0.906 1.348
C -0.019 -2.289 -2.752
P 0.981 -0.744 -2.767
C 0.829 -0.281 -4.546
C 2.694 -1.358 -2.773
C 3.051 -2.665 -2.468
C 4.372 -3.063 -2.562
C 5.350 -2.164 -2.950
C 5.006 -0.851 -3.226
C 3.689 -0.447 -3.123
H 0.017 -2.735 -1.759
H 0.327 -3.004 -3.500
H -1.054 -2.019 -2.958
H 1.244 -1.059 -5.185
H 1.363 0.650 -4.724
H -0.221 -0.122 -4.782
H 2.309 -3.380 -2.156
H 4.641 -4.083 -2.339
H 6.379 -2.481 -3.025
H 5.768 -0.143 -3.517
H 3.423 0.585 -3.310


In order of decreasing stability: w, x.


## w
31
Properties=species:S:1:pos:R:3 method="wB97M-V/def2-TZVPD" homo_ev="-7.555 / -8.769" lumo_energy_ev="-1.28 / -0.60"
C -2.042 -1.788 3.329
C -2.119 -0.427 3.319
C -1.001 -2.431 2.619
C -1.160 0.340 2.702
C 0.026 -1.673 2.074
C -0.027 -0.251 2.140
C -0.459 -0.756 -0.999
C 1.914 2.822 -1.991
C 1.483 0.246 -3.860
C 0.923 0.601 1.458
C -0.186 0.587 -1.164
N -1.750 -1.061 -0.518
O 0.349 -1.643 -1.274
Si 1.510 0.880 -2.000
H -2.860 -2.237 3.775
H -3.056 0.085 3.850
H -0.811 -3.409 2.442
H -1.477 1.399 2.758
H 0.749 -2.064 1.549
H 2.331 3.153 -1.056
H 2.615 3.039 -2.689
H 0.955 3.300 -2.415
H 1.311 -0.792 -3.833
H 0.720 0.761 -4.529
H 2.461 0.503 -4.308
H 0.613 1.608 1.252
H 1.770 0.055 1.092
H -0.742 1.454 -1.116
H -2.367 -0.362 -0.262
H -2.261 -1.821 -0.922
H 2.591 -0.119 -1.426


## x
31
Properties=species:S:1:pos:R:3 method="wB97M-V/def2-TZVPD" homo_ev=-7.651 lumo_energy_ev=0.37
C -0.655 -4.085 -2.151
C -1.660 -3.310 -1.458
C 0.645 -3.686 -1.952
C -1.281 -2.392 -0.544
C 1.088 -2.815 -0.978
C 0.113 -2.055 -0.321
C -0.943 0.893 1.703
C -0.562 -0.633 1.691
C 0.238 1.748 2.053
C -0.651 2.544 -1.194
C 2.239 4.156 0.934
N 0.462 -1.084 0.694
O 0.379 3.287 -0.592
Si 0.743 3.028 0.983
H -0.884 -4.795 -2.970
H -2.692 -3.635 -1.511
H 1.375 -4.136 -2.508
H -1.986 -1.771 -0.031
H 2.067 -2.466 -1.143
H -1.240 1.010 0.723
H -1.705 1.073 2.452
H -0.238 -0.996 2.732
H -1.480 -1.216 1.304
H 0.648 1.719 3.047
H 1.270 -0.594 0.584
H -0.995 2.978 -2.204
H -1.493 2.476 -0.581
H -0.393 1.535 -1.307
H 3.122 3.716 0.321
H 1.946 5.000 0.225
H 2.522 4.505 1.999


In order of decreasing stability: x, w.